1.
The following is a quantum chemistry calculation of a molecular structure, C22H44NO5PtSi4, from OMol25.

```
77
C22H44NO5PtSi4 wB97M-V/def2-TZVPD
Pt -0.40930 1.08852 0.69307
O -3.55281 4.09223 0.84237
C -2.78002 3.26017 0.37383
O -1.94457 2.57820 1.06700
C -2.91601 2.94046 -1.12833
C -3.44806 1.50561 -1.31955
C -4.10237 1.36455 -2.70043
C -2.85364 1.34121 -3.61660
C -1.72564 1.46064 -2.58041
O -2.25882 0.72603 -1.47478
C -1.65667 2.90080 -2.05444
C -0.29340 3.25742 -1.44270
O 0.13541 4.40093 -1.56195
O 0.38742 2.29752 -0.91400
H -3.63503 3.66459 -1.50870
H -4.02874 1.13132 -0.47790
H -4.78575 2.18416 -2.91950
H -4.65502 0.42634 -2.76289
H -2.83614 2.15594 -4.34030
H -2.77676 0.39807 -4.15892
H -0.76358 1.04189 -2.86559
H -1.79362 3.61770 -2.86506
C 4.94971 3.04309 1.18205
C 3.70209 2.96168 0.29743
C 3.10252 4.35299 0.03238
C 4.02320 2.26427 -1.02772
C 2.65697 2.19404 0.98754
N 1.69896 1.74385 1.42563
H 5.74021 3.56291 0.63855
H 5.30907 2.04842 1.44778
H 4.74179 3.59348 2.09993
H 3.82680 4.94997 -0.52641
H 2.87587 4.86218 0.96961
H 2.17479 4.27295 -0.54016
H 4.74817 2.87027 -1.57430
H 3.12243 2.15763 -1.63074
H 4.44741 1.27330 -0.86385
C -2.08203 -4.26114 0.91011
Si -2.35080 -2.38352 0.81352
C -3.37170 -1.85874 2.31664
C -3.45688 -2.12622 -0.70012
Si -0.27932 -1.26393 0.79928
Si 1.01207 -1.98453 -1.03052
C 2.38813 -0.72315 -1.30955
C 1.85988 -3.66795 -0.80391
C 0.01501 -2.09939 -2.63751
Si 0.86685 -1.98481 2.73350
C -0.03767 -1.39243 4.29094
C 2.61484 -1.25319 2.79969
C 1.09013 -3.86162 2.94600
H -3.04789 -4.77412 0.87963
H -1.56937 -4.56326 1.82340
H -1.48802 -4.61713 0.06585
H -4.39793 -2.22605 2.23054
H -3.40431 -0.77121 2.39945
H -2.95137 -2.24808 3.24561
H -4.28812 -2.83643 -0.63805
H -2.93612 -2.28564 -1.64431
H -3.86692 -1.11868 -0.72843
H 3.11734 -0.76763 -0.49718
H 1.97189 0.28595 -1.32970
H 2.91440 -0.91057 -2.25021
H 2.43158 -3.70730 0.12574
H 2.55393 -3.84419 -1.63068
H 1.14100 -4.48910 -0.78880
H -0.25057 -1.10792 -3.00286
H -0.91062 -2.66293 -2.51155
H 0.61255 -2.60018 -3.40578
H -0.43095 -0.38367 4.15701
H 0.63563 -1.38249 5.15252
H -0.87796 -2.04633 4.53182
H 2.58081 -0.16827 2.91109
H 3.18750 -1.47864 1.89834
H 3.14949 -1.67584 3.65577
H 0.15728 -4.35130 3.23032
H 1.81302 -4.04143 3.74731
H 1.45830 -4.35230 2.04307
```

Lowest unoccupied orbital energy (spin up / spin down) in eV: 2.58 / 1.91
Multiplicity: 3
Charge: -1



2.
The following is a quantum chemistry calculation of a molecular structure, C22H44O44S11 at a distorted geometry, from OMol25.

```
121
C22H44O44S11 wB97M-V/def2-TZVPD
C -18.54382 -26.28643 12.69024
C -18.99797 -24.84168 12.58143
O -17.86834 -23.98478 12.43994
S -16.45183 -24.77264 12.61681
O -15.78639 -24.29085 13.79644
O -15.73656 -24.92345 11.39166
O -17.18861 -26.19201 13.07548
H -18.60486 -26.99014 11.85650
H -19.06779 -26.82877 13.48510
H -19.70659 -24.40639 13.27689
H -19.46134 -24.87995 11.58705
C -10.71092 -30.53098 10.88957
C -11.66164 -31.59461 10.29321
O -12.04635 -31.08856 9.03099
S -12.21734 -29.46590 9.10804
O -13.46109 -29.13076 9.70777
O -11.84262 -28.90868 7.85392
O -11.03151 -29.32567 10.20330
H -9.68962 -30.77051 10.59632
H -10.87166 -30.34458 11.94699
H -12.54091 -31.70291 10.93292
H -11.13374 -32.53708 10.17655
C -16.08602 -27.53257 9.26819
C -17.09090 -28.71745 9.12753
O -16.73212 -29.32384 7.88227
S -16.21825 -28.21034 6.85166
O -17.28361 -27.40424 6.37598
O -15.29389 -28.73936 5.88742
O -15.40004 -27.42900 8.03596
H -15.41348 -27.74078 10.09997
H -16.57876 -26.61358 9.58616
H -18.10064 -28.31363 9.05709
H -17.12808 -29.42897 9.94234
C -12.92360 -25.68432 7.57910
C -12.38403 -25.68641 9.00933
O -11.90384 -24.37271 9.13152
S -11.21106 -23.86420 7.71933
O -9.83653 -24.23974 7.62485
O -11.55099 -22.49654 7.41573
O -12.01564 -24.92269 6.78546
H -13.86671 -25.14095 7.57216
H -12.88066 -26.72924 7.27832
H -11.60776 -26.42989 9.21775
H -13.15481 -25.82101 9.77191
C -17.31978 -25.99576 2.64111
C -15.90482 -26.59849 2.79428
O -14.98963 -25.52826 2.70620
S -15.64554 -24.28624 3.43276
O -15.00942 -23.11554 2.93457
O -15.77248 -24.50200 4.84675
O -17.09765 -24.57467 2.78359
H -17.94674 -26.45695 3.40723
H -17.92534 -26.13785 1.74805
H -15.71381 -27.39498 2.07916
H -15.82498 -27.03381 3.78978
C -21.08808 -24.27036 5.56182
C -19.84526 -25.15558 5.39981
O -20.19663 -25.94505 4.26918
S -21.79296 -26.23110 4.15718
O -22.05809 -27.54118 4.61371
O -22.28942 -25.79209 2.88197
O -22.18073 -25.11642 5.30322
H -21.10738 -23.46348 4.82182
H -21.10167 -23.77435 6.53100
H -19.72476 -25.81169 6.26683
H -18.88119 -24.69519 5.19403
C -13.38886 -27.60907 13.05326
C -13.04406 -26.29668 13.69202
O -11.62438 -26.21205 13.61908
S -11.05850 -27.13637 12.39549
O -10.22789 -28.18061 12.94015
O -10.40658 -26.28224 11.43834
O -12.50666 -27.69903 11.93675
H -14.41274 -27.69638 12.68865
H -13.24668 -28.48281 13.69561
H -13.35679 -26.28701 14.73565
H -13.48373 -25.43299 13.19296
C -20.54724 -32.03646 11.31025
C -19.93820 -31.86825 12.70197
O -19.54785 -30.54403 12.83787
S -20.39408 -29.53673 11.85569
O -19.52255 -28.98988 10.85145
O -21.32267 -28.70908 12.52674
O -21.23329 -30.76879 11.14861
H -21.14504 -32.92478 11.16142
H -19.74505 -31.84041 10.59089
H -19.08440 -32.53597 12.80169
H -20.71523 -32.13536 13.42656
C -14.74105 -34.51242 10.71038
C -15.05767 -34.15983 9.23400
O -15.88714 -32.99308 9.24321
S -15.89788 -32.26785 10.68857
O -17.18709 -32.48560 11.27459
O -15.37936 -30.91611 10.59971
O -14.80768 -33.25779 11.38053
H -13.77500 -34.95682 10.91273
H -15.60617 -35.11079 11.01438
H -15.61927 -34.89073 8.66151
H -14.07378 -33.96058 8.80134
C -13.98881 -31.80164 6.78503
C -15.03670 -32.04592 5.70664
O -14.29308 -32.76005 4.68476
S -13.39269 -33.83778 5.45550
O -12.24554 -34.15960 4.68318
O -14.31879 -34.82666 5.92871
O -13.02720 -32.85235 6.71918
H -14.57935 -31.78185 7.70298
H -13.48945 -30.84280 6.66761
H -15.47183 -31.11410 5.35203
H -15.87187 -32.72088 5.89985
C -11.09035 -29.78789 3.21029
C -12.25917 -29.70961 4.23664
O -11.85672 -28.72849 5.17596
S -10.46200 -28.00073 4.83493
O -9.62346 -27.92252 5.99447
O -10.75446 -26.79377 4.10170
O -9.94805 -29.17183 3.82863
H -11.38695 -29.25360 2.31036
H -10.87712 -30.82220 2.95682
H -12.62923 -30.67864 4.55734
H -13.07077 -29.16090 3.74855
```

Energy relative to the best compared isomer or geometry (same formula, charge and spin) in kJ/mol: 247.2
Lowest unoccupied orbital energy in eV: -0.44



3.
The following is a quantum chemistry calculation of 9 unconnected molecules or ions with the total composition C22H45Br16NO4PS at a distorted geometry, from OMol25.

```
90
C22H45Br16NO4PS wB97M-V/def2-TZVPD
C 1.44719 0.39902 1.95538
C 1.79809 1.33322 0.67065
O 3.15241 1.10889 0.20105
C 1.51383 2.87172 1.06622
O 0.82783 3.62669 0.05145
P -0.89581 3.34835 0.05285
O -1.23450 4.06276 1.62993
C -2.26067 3.11948 2.10046
C -3.09917 2.45031 0.85077
N -4.62667 2.54303 0.97086
C -5.06589 1.31923 0.96143
S -5.45536 -0.21085 1.53802
O -2.60610 3.17876 -0.31090
H 0.30845 0.43115 2.14546
H 1.75921 -0.69519 1.79576
H 1.94431 0.82449 2.90354
H 1.06255 1.02965 -0.16416
H 3.10979 0.23916 -0.26847
H 1.03829 2.91082 2.10331
H 2.56174 3.35546 1.17752
H -1.02944 4.73599 -0.39229
H -0.70591 2.94687 -1.33453
H -0.87551 1.98273 0.52238
H -3.00963 3.72477 2.71373
H -1.74245 2.29022 2.71839
H -2.95098 1.32027 0.68103
Br 0.66983 -4.77553 2.55669
C -0.00380 -4.37140 0.77383
C 1.12442 -4.08442 -0.18544
Br 1.84848 -2.29614 0.09651
H -0.70270 -3.54124 0.87801
H -0.55076 -5.26475 0.46895
H 0.76402 -4.08719 -1.21544
H 1.95604 -4.78297 -0.09490
Br -0.02714 5.09249 -3.36749
C 1.68482 5.62466 -2.60822
C 2.09205 6.99647 -3.08385
Br 2.76988 6.94338 -4.91302
H 2.40343 4.84720 -2.86637
H 1.52751 5.62395 -1.52871
H 2.92007 7.37974 -2.48566
H 1.27493 7.71746 -3.06953
Br -0.29278 -6.91312 -3.09997
C -1.85002 -6.20552 -2.16568
C -2.56172 -5.16554 -2.99405
Br -1.60600 -3.46756 -2.96895
H -1.49954 -5.82639 -1.20696
H -2.49520 -7.06967 -1.99536
H -3.54404 -4.94548 -2.57273
H -2.67582 -5.45061 -4.03968
Br 2.24675 6.87639 0.95434
C 3.59435 6.29044 2.23186
C 4.94315 6.13973 1.57569
Br 5.03316 4.50395 0.51998
H 3.22590 5.36651 2.67959
H 3.62314 7.06999 2.99141
H 5.73148 6.03590 2.32733
H 5.19242 6.96374 0.90713
Br -2.07387 -7.59171 1.56567
C -0.92166 -9.09880 1.12039
C 0.41918 -8.98651 1.80434
Br 1.56418 -7.67984 0.92032
H -0.85056 -9.13338 0.03296
H -1.45921 -9.98086 1.47299
H 0.96258 -9.93011 1.73830
H 0.34619 -8.68664 2.84981
Br -4.11509 -8.54846 -4.35071
C -5.64919 -8.82272 -3.18097
C -5.36933 -8.31907 -1.78665
Br -4.22356 -9.55069 -0.80310
H -5.89017 -9.88487 -3.21742
H -6.46156 -8.25485 -3.63745
H -6.29128 -8.26323 -1.20642
H -4.87600 -7.34719 -1.77032
Br 7.26182 5.90573 4.33491
C 6.38363 6.06660 6.07017
C 4.88910 6.20391 5.92665
Br 4.40035 8.00691 5.36877
H 6.84374 6.91196 6.58138
H 6.63678 5.14616 6.59877
H 4.39628 6.06156 6.88926
H 4.45939 5.51559 5.19848
Br -1.53051 1.94035 -6.53225
C -3.06159 1.65905 -5.35799
C -2.77720 2.14574 -3.95859
Br -1.63742 0.89782 -2.99262
H -3.30626 0.59801 -5.40385
H -3.87302 2.23437 -5.80734
H -3.69783 2.19836 -3.37567
H -2.27986 3.11538 -3.93103
```

Lowest unoccupied orbital energy in eV: 1.35
Charge: -1



For each record above, in turn, the calculated molar mass values are 710.0; 1365.3; 1729.1 g/mol.
For each record above, in turn, the calculated E values are -70017.1262; -232792.8564; -1174026.2754 eV.